<i>
A 2-piece molecular cluster, C3H10N3S overall. Source: OMol25; level of theory: the ωB97M-V functional and the def2-TZVPD basis.

Cartesian coordinates (Å):
1 S 1.32092 -1.74653 -2.99173
2 N -0.83016 -1.79436 -0.11161
3 N -0.78035 0.41746 0.55139
4 N -0.47512 -1.04551 2.15108
5 C -0.77198 -0.99127 0.95199
6 C 0.06950 1.33862 1.03322
7 C 0.14078 2.70307 0.66723
8 H -1.35566 0.64447 -0.24347
9 H -0.52541 2.97397 -0.13950
10 H -0.75428 -2.80278 -0.11335
11 H 2.04352 -2.74863 -3.42414
12 H 0.87727 1.12645 1.79329
13 H 1.18523 3.01210 0.47081
14 H -0.21621 3.12097 1.58971
15 H -1.13010 -1.40678 -0.93193
16 H 1.75246 -0.90263 -3.93158
17 H -0.55041 -1.89862 2.67858

Computed properties:
**Net charge**: +1
**HOMO**: -12.77 eV
**Gap between HOMO and LUMO**: 8.059 eV
**Spin multiplicity**: 1

<ii>
A 2-piece molecular cluster, C3H10N3S overall. Source: OMol25; level of theory: the ωB97M-V functional and the def2-TZVPD basis.

Cartesian coordinates (Å):
1 S -1.28555 -2.25820 1.79951
2 N 0.11255 -2.77836 2.14039
3 N 0.00931 0.65767 -0.74767
4 N 0.13825 1.62896 -3.25928
5 C -1.10219 -0.47529 1.60821
6 C 0.78813 0.48735 0.22004
7 C 0.40457 -0.04589 1.59042
8 H -1.63182 -0.32023 0.77243
9 H 1.00539 2.11158 -3.55407
10 H 0.95754 -0.95829 1.63641
11 H -1.63011 -0.08421 2.44557
12 H -0.61189 2.39313 -3.41048
13 H 0.20821 -3.84653 2.26855
14 H 0.23839 0.98515 -1.76069
15 H 1.86815 0.76465 0.03683
16 H 0.47566 0.68064 2.29568
17 H 0.05541 1.05787 -4.08185

Computed properties:
**Net charge**: +1
**HOMO**: -11.98 eV
**Gap between HOMO and LUMO**: 4.809 eV
**Spin multiplicity**: 1

Last place for stability: <ii>

<i>
A 2-piece molecular cluster, C5H9N2O2 overall. Source: OMol25; level of theory: the ωB97M-V functional and the def2-TZVPD basis.

Cartesian coordinates (Å):
1 O 3.15283 0.84927 1.72444
2 O 2.63968 2.64409 0.00447
3 N 2.49610 -0.20259 2.13235
4 N 2.21542 1.61537 0.31943
5 C 1.45294 -0.64811 1.62591
6 C -1.15240 1.01308 0.09992
7 C -0.10914 -0.61868 -1.33730
8 C 0.05116 0.76171 -0.67115
9 C 1.29713 0.84626 0.11741
10 H -1.14154 1.99563 0.55573
11 H -1.12641 -0.97345 -1.43291
12 H 0.88595 -1.34358 2.03592
13 H -1.26040 0.20196 0.89340
14 H 0.21894 -1.32263 -0.51187
15 H 2.98485 -0.55860 3.07326
16 H 0.24565 -0.81358 -2.32221
17 H 0.18337 1.58027 -1.44994
18 H -1.99550 0.89056 -0.63209

Computed properties:
**Net charge**: +1
**HOMO**: -15.18 eV
**Gap between HOMO and LUMO**: 8.777 eV
**Spin multiplicity**: 1

<ii>
An isolated ion of composition C5H9N2O2 and charge +1. Source: OMol25; level of theory: the ωB97M-V functional and the def2-TZVPD basis.

Cartesian coordinates (Å):
1 O 1.00633 0.76787 -1.43093
2 O 0.99988 -1.79765 0.58728
3 N 2.17375 0.24989 0.57293
4 N -0.13536 1.34864 0.64852
5 C 0.33717 -0.98678 -0.04372
6 C -2.00957 -0.22744 0.07823
7 C 0.87352 0.40703 -0.04780
8 C -1.36641 1.03653 0.60628
9 C -0.92762 -1.08355 -0.71668
10 H -0.89081 -0.55881 -1.58547
11 H 2.11968 0.59413 1.52748
12 H 3.04188 0.56382 0.15740
13 H -2.82936 0.22125 -0.50437
14 H -1.35979 -2.01439 -0.85386
15 H -2.17210 1.62946 1.03728
16 H 2.12928 -0.81756 0.63197
17 H -2.43754 -0.92997 0.74907
18 H 1.44708 1.59753 -1.41361

Computed properties:
**Net charge**: +1
**HOMO**: -14.33 eV
**Gap between HOMO and LUMO**: 10.469 eV
**Spin multiplicity**: 1
**SMILES**: [NH3+][C@]1(O)N=CCCC1=O

<iii>
An isolated ion of composition C5H9N2O2 and charge +1. Source: OMol25; level of theory: the ωB97M-V functional and the def2-TZVPD basis.

Cartesian coordinates (Å):
1 O 1.96371 0.94496 0.07670
2 O 4.25332 0.75654 0.57163
3 N 1.35193 -1.06630 -0.23265
4 N -0.44917 0.54470 -0.18143
5 C 2.78231 -1.16677 -0.25619
6 C 3.27455 0.22108 0.31631
7 C -1.49074 -0.35216 0.12889
8 C 0.91626 0.15267 -0.03735
9 C -0.58519 2.00352 -0.04904
10 H -1.89535 -1.11569 -0.59462
11 H -0.70567 2.37310 0.95526
12 H 3.13368 -2.06989 0.39482
13 H 0.69276 -1.78590 -0.55740
14 H 0.31049 2.48415 -0.34260
15 H 3.16978 -1.22461 -1.30578
16 H -2.30704 0.24033 0.49156
17 H -1.53956 2.30259 -0.57631
18 H -1.13483 -0.86043 1.08650

Computed properties:
**Net charge**: +1
**HOMO**: -14.30 eV
**Gap between HOMO and LUMO**: 10.612 eV
**Spin multiplicity**: 1
**SMILES**: C[N+](C)=C1NCC(=O)O1

Last place for stability: <i>

<i>
A 2-piece molecular cluster, C3H6FN overall. Source: OMol25; level of theory: the ωB97M-V functional and the def2-TZVPD basis.

Cartesian coordinates (Å):
1 F 2.41690 -0.97083 -2.83018
2 N 0.67099 0.31100 -2.13562
3 C 1.67899 -0.35104 -1.86910
4 C -0.28433 0.88744 -0.34742
5 C -0.25835 -0.19776 0.57392
6 H 0.48699 1.63546 -0.27840
7 H -0.01755 -0.05892 1.68490
8 H -1.20036 1.17278 -0.79424
9 H -1.10399 -0.80377 0.57535
10 H 2.24166 -0.65168 -0.86717
11 H 0.51278 -0.90807 0.35826

Computed properties:
**Net charge**: 0
**HOMO**: -9.51 eV
**Gap between HOMO and LUMO**: 9.723 eV
**Spin multiplicity**: 1

<ii>
A 2-piece molecular cluster, C3H6FN overall. Source: OMol25; level of theory: the ωB97M-V functional and the def2-TZVPD basis.

Cartesian coordinates (Å):
1 F 1.90385 -1.23466 -0.13794
2 N -1.71772 -0.67676 -0.52153
3 C 1.77796 0.15290 -0.28278
4 C -0.54372 -0.10726 0.38843
5 C 0.55842 0.67970 -0.07354
6 H -0.90314 0.74637 1.13743
7 H -2.34472 -1.12455 0.29758
8 H 2.80388 0.82682 -0.48288
9 H -2.33015 0.01653 -1.04626
10 H 0.15938 -1.00442 1.27739
11 H 0.63597 1.72533 -0.55591

Computed properties:
**Net charge**: 0
**HOMO**: -9.20 eV
**Gap between HOMO and LUMO**: 10.093 eV
**Spin multiplicity**: 1

Last place for stability: <ii>

<i>
An isolated ion of composition C6H14NS and charge -1. Source: OMol25; level of theory: the ωB97M-V functional and the def2-TZVPD basis.

Cartesian coordinates (Å):
1 S -2.26515 2.77616 1.19024
2 N -0.51318 0.43503 0.09526
3 C 0.22683 -0.47046 -0.73834
4 C 1.60265 0.96060 1.48948
5 C 0.36511 1.47393 0.73746
6 C -0.81082 -1.36974 -1.43552
7 C -0.51940 2.27265 1.74696
8 C -0.35117 -2.78998 -1.86813
9 H -1.74613 -1.53963 -0.93842
10 H -1.15264 -3.33632 -2.37506
11 H -0.78677 1.55237 2.54958
12 H 1.20378 0.21678 2.19454
13 H 1.11238 -0.99160 -0.33856
14 H 2.13483 0.26853 0.86753
15 H 0.00823 -3.43127 -1.09561
16 H -0.04426 3.21014 2.05977
17 H -1.22016 -0.88110 -2.32208
18 H 0.41122 -2.57051 -2.61450
19 H -1.24299 0.02970 0.77748
20 H 2.29461 1.83710 1.64038
21 H 0.61949 2.21524 -0.06435
22 H 0.67353 0.13238 -1.55812

Computed properties:
**Net charge**: -1
**HOMO**: -2.18 eV
**Gap between HOMO and LUMO**: 5.566 eV
**Spin multiplicity**: 1
**SMILES**: CCCN[C@H](C)C[S-]

<ii>
A 2-piece molecular cluster, C6H14NS overall. Source: OMol25; level of theory: the ωB97M-V functional and the def2-TZVPD basis.

Cartesian coordinates (Å):
1 S 1.72417 -0.39435 0.55328
2 N -1.75105 -0.56176 1.81252
3 C -1.58039 0.70082 1.31376
4 C 0.68435 -0.06829 -0.90061
5 C 1.35474 -0.43111 -2.23661
6 C 2.63830 0.35061 -2.49670
7 C -2.52858 1.43396 0.71956
8 C -0.87958 -1.12364 2.81903
9 H 0.65242 -0.23012 -3.05695
10 H -0.15225 -0.34954 3.06457
11 H -1.43186 -1.34122 3.74268
12 H 3.34433 0.16288 -1.69284
13 H 3.06240 0.11454 -3.47713
14 H -0.55280 1.04230 1.40042
15 H -0.28681 -1.96832 2.46835
16 H 1.57792 -1.50226 -2.20892
17 H 0.37217 0.98097 -0.95437
18 H -0.22826 -0.67063 -0.84436
19 H 2.43061 1.42917 -2.51734
20 H -2.58571 -1.05874 1.54325
21 H -2.31815 2.41759 0.32966
22 H -3.54598 1.06716 0.61875

Computed properties:
**Net charge**: -1
**HOMO**: -2.40 eV
**Gap between HOMO and LUMO**: 6.249 eV
**Spin multiplicity**: 1

Last place for stability: <i>